[1]
A structure of composition C8H12BrF12NO15S4V at a distorted geometry, computed with ωB97M-V with the def2-TZVPD basis set.

Its charge is -3. As for the energy: -7804.6944 hartree. As for the multiplicity: 1. The max |F| is 2.49 eV/Å. As for the frontier orbital gap: 5.04 eV. For the relative energy (zero: lowest compared OMol25 entry of this formula, charge and spin), the calculation gives 153.9 kJ/mol.

Each line ends with the Mulliken charge.
Positions of all 54 atoms, in Å:
Br (1.945, 4.082, 1.502)  -0.747
V (0.719, 1.804, 0.684)  0.728
S (2.999, -0.588, 2.074)  1.264
S (-2.012, 3.786, -0.761)  1.092
S (-3.583, -0.867, 4.528)  1.144
S (3.196, 1.737, -2.127)  1.127
F (4.845, 0.983, 0.962)  -0.188
F (2.168, 2.508, -4.476)  -0.292
F (0.780, 1.581, -3.108)  -0.201
F (-1.941, -0.821, 2.389)  -0.163
F (5.559, -0.989, 1.493)  -0.269
F (-2.608, -2.791, 2.998)  -0.319
F (-3.475, 3.165, -2.890)  -0.267
F (-1.357, 3.260, -3.256)  -0.226
F (-1.085, -1.708, 4.145)  -0.224
F (1.503, 3.619, -2.741)  -0.221
F (-2.166, 1.561, -2.228)  -0.230
F (5.230, 0.496, 3.043)  -0.261
O (-0.007, 0.764, -0.346)  0.595
O (2.576, 1.505, -0.830)  -0.295
O (2.935, -1.795, 1.281)  -0.744
O (3.548, 0.512, -2.817)  -0.760
O (-0.131, 1.745, 2.040)  -0.325
O (4.192, 2.775, -2.165)  -0.697
O (-3.060, 0.409, 4.944)  -0.628
O (2.894, -0.813, 3.488)  -0.702
O (-2.077, 5.165, -1.193)  -0.705
O (2.209, 0.512, 1.554)  -0.635
O (-4.682, -0.868, 3.582)  -0.690
O (-0.185, -1.620, -1.833)  -0.201
O (-0.719, 3.347, -0.284)  -0.755
O (-3.122, 3.386, 0.061)  -0.711
O (-3.713, -1.839, 5.605)  -0.704
N (-1.327, -3.848, -0.609)  -0.161
C (-1.329, -1.433, -1.036)  -0.716
C (-2.281, 2.888, -2.356)  0.577
C (-1.263, -2.470, 0.049)  0.546
C (1.836, 2.402, -3.166)  0.438
C (-0.191, -0.997, -3.084)  -0.628
C (0.000, -2.411, 0.845)  -1.780
C (4.750, 0.027, 1.879)  0.528
C (-2.224, -1.562, 3.467)  0.572
H (0.808, -2.440, 0.108)  0.680
H (-0.411, -4.254, -0.817)  0.363
H (-0.877, -0.147, -3.151)  0.221
H (-0.478, -1.689, -3.899)  0.282
H (-1.354, -0.441, -0.566)  0.318
H (-1.868, -3.868, -1.475)  0.351
H (0.046, -1.407, 1.220)  -0.061
H (0.804, -0.622, -3.323)  0.134
H (-2.174, -2.451, 0.648)  0.279
H (-2.236, -1.570, -1.655)  0.466
H (0.161, -3.176, 1.601)  0.429
H (-1.771, -4.535, 0.004)  0.371

Cartesian forces (eV/Å) of the 6 atoms listed first:
-0.031 -0.438 -0.395
-1.848 -0.684 1.529
-0.163 -0.388 0.003
-0.738 0.749 0.668
0.028 -0.115 0.112
0.260 -0.551 0.332

=====

[2]
An isolated molecule of C4H4N2O at a distorted geometry, computed with ωB97M-V with the def2-TZVPD basis set.

As for the energy: -339.4751 hartree. As for the multiplicity: 1. The max |F| is 3.89 eV/Å. As for the frontier orbital gap: 9.06 eV. For the relative energy (zero: lowest compared OMol25 entry of this formula, charge and spin), the calculation gives 279.8 kJ/mol.

Each line ends with the natural charge from an NBO analysis.
Positions of all 11 atoms, in Å:
O (1.649, 0.932, 0.020)  -0.387
N (-2.566, 0.474, -0.070)  -0.332
N (-1.683, -0.397, 0.101)  -0.141
C (0.277, 1.114, -0.057)  0.125
C (0.698, -1.066, -0.109)  -0.299
C (1.859, -0.371, 0.032)  0.109
C (-0.370, -0.109, -0.058)  -0.031
H (-0.010, 2.074, 0.014)  0.201
H (-3.450, 0.112, 0.131)  0.317
H (0.738, -2.169, -0.156)  0.240
H (2.857, -0.595, 0.151)  0.198

Cartesian forces (eV/Å) of the 6 atoms listed first:
-2.161 1.640 0.054
3.609 1.283 -0.673
-3.177 -0.986 0.207
1.621 -3.225 0.240
1.173 -1.369 0.751
-1.902 -0.669 -0.748

=====

[3]
A structure of composition C8H9NPtS2 at a distorted geometry, computed with ωB97M-V with the def2-TZVPD basis set.

Its charge is +2. As for the energy: -1279.7984 hartree. Its expectation value of S² is 6.07. As for the multiplicity: 5. The max |F| is 2.55 eV/Å. As for the frontier orbital gap (alpha / beta): 7.41 / 4.97 eV. For the relative energy (zero: lowest compared OMol25 entry of this formula, charge and spin), the calculation gives 0.0 kJ/mol.

Each line ends with the Löwdin spin population.
Positions of all 21 atoms, in Å:
Pt (-0.069, 0.603, -0.312)  1.086
S (0.095, 1.996, 1.855)  0.748
S (1.409, -0.210, 3.719)  0.313
N (0.610, -0.406, 1.282)  0.361
C (2.634, -2.740, 3.171)  0.213
C (2.322, -3.691, 0.932)  0.099
C (1.497, -2.629, 0.564)  0.221
C (1.241, -1.638, 1.515)  0.038
C (2.882, -3.750, 2.220)  0.088
C (-1.690, 1.755, -0.546)  0.411
C (1.803, -1.685, 2.812)  0.103
C (0.623, 0.487, 2.321)  0.033
H (1.056, -2.527, -0.425)  0.010
H (3.066, -2.750, 4.167)  0.005
H (1.226, -0.338, -0.865)  0.073
H (0.753, -0.334, -1.481)  0.072
H (-1.474, 2.376, -1.433)  0.059
H (-1.984, 2.394, 0.305)  0.023
H (2.537, -4.490, 0.217)  0.001
H (-2.513, 1.062, -0.789)  0.042
H (3.527, -4.589, 2.492)  0.001

Cartesian forces (eV/Å) of the 6 atoms listed first:
-1.108 1.003 -0.590
0.163 0.608 0.891
0.341 -0.942 -0.659
0.712 -1.843 1.607
0.239 -0.349 0.544
0.850 -0.918 0.984

=====

[4]
A cluster of 7 separate species, C37H53BF19N3O16 in total at a distorted geometry, computed with ωB97M-V with the def2-TZVPD basis set.

As for the energy: -4731.9047 hartree. As for the multiplicity: 1. The max |F| is 9.26 eV/Å. As for the frontier orbital gap: 9.44 eV.

Each line ends with the Mulliken charge.
Positions of all 129 atoms, in Å:
F (-7.757, -2.923, 1.110)  -0.249
F (-7.511, -3.372, 3.230)  -0.272
F (3.409, 3.738, 2.619)  -0.382
F (1.798, -4.312, -5.833)  -0.261
F (7.323, -10.311, -6.712)  -0.244
F (-2.897, 3.392, 1.640)  -0.346
F (-6.084, -2.072, 2.216)  -0.253
F (-3.951, 4.088, -0.137)  -0.224
F (0.277, 7.152, 8.036)  -0.243
F (3.146, -3.238, -4.496)  -0.264
F (8.057, -8.359, -6.072)  -0.238
F (1.066, 7.931, 6.158)  -0.235
F (-0.566, 8.965, 7.165)  -0.240
F (-3.298, 2.014, -0.002)  -0.358
F (7.316, -9.782, -4.597)  -0.237
F (-7.383, 0.804, -1.056)  -0.261
F (-9.208, 1.678, -1.868)  -0.283
F (-7.958, 0.401, -3.118)  -0.252
F (1.656, -4.605, -3.678)  -0.266
O (5.596, -7.934, -7.132)  -0.303
O (-6.333, 3.249, -1.950)  -0.469
O (0.709, -2.101, -3.241)  -0.267
O (-2.306, 7.082, 6.022)  -0.519
O (-6.254, -5.283, 0.885)  -0.518
O (-6.166, 3.369, 1.430)  -0.557
O (-0.477, 5.797, 5.506)  -0.310
O (4.967, 4.019, -0.165)  -0.692
O (-5.086, 1.411, 1.947)  -0.240
O (-7.477, 2.948, -3.917)  -0.327
O (0.296, -1.965, -5.494)  -0.534
O (7.140, 1.139, 2.713)  -0.383
O (5.827, 0.263, 4.743)  -0.582
O (7.331, 3.325, 0.393)  -0.631
O (4.721, -8.942, -5.265)  -0.511
O (-4.850, -4.470, 2.508)  -0.313
N (-0.320, 2.640, 1.533)  -0.213
N (-0.929, 0.508, 0.403)  -0.568
N (0.848, 0.456, 2.276)  -0.094
C (4.308, -7.371, -7.423)  -0.359
C (-1.612, -1.450, -2.964)  -1.237
C (-5.167, 2.657, 1.377)  0.378
C (7.082, -9.286, -5.844)  0.833
C (6.618, -0.945, 1.581)  0.030
C (6.747, 0.677, 1.348)  -0.496
C (0.862, -2.500, -4.544)  0.172
C (-7.910, 1.381, -2.171)  0.876
C (-3.841, 3.036, 0.721)  0.912
C (-3.054, -5.359, 1.140)  -1.115
C (1.855, -3.657, -4.639)  1.085
C (1.357, -0.864, 1.749)  -0.785
C (-1.326, 4.888, 4.790)  -0.295
C (4.089, -6.102, -6.621)  -0.929
C (-6.258, 0.955, 2.638)  -0.376
C (5.351, 1.547, 1.047)  0.919
C (-3.984, -5.598, 2.315)  -0.204
C (-7.132, 2.613, -2.632)  0.339
C (2.926, 0.661, 0.052)  0.027
C (4.330, 2.836, 3.370)  0.089
C (-0.089, 7.727, 6.854)  0.832
C (5.674, -8.715, -6.007)  0.378
C (4.555, 0.840, -0.200)  -0.993
C (-7.252, 0.356, 1.660)  -0.899
C (-6.825, -3.207, 2.062)  1.066
C (-0.168, -0.986, -3.019)  0.348
C (4.751, 1.470, 2.569)  0.655
C (5.960, 0.865, 3.554)  0.137
C (-0.169, 1.113, 1.372)  0.078
C (2.694, -0.775, 0.804)  0.087
C (-1.587, 5.398, 3.385)  -0.202
C (7.769, -1.702, 2.218)  -0.858
C (-1.098, 6.873, 6.088)  0.381
C (-5.973, -4.428, 1.720)  0.192
C (5.616, 3.683, 3.979)  -1.034
C (-5.469, 3.781, -4.996)  -1.057
C (-6.845, 4.120, -4.455)  -0.189
B (5.877, 2.975, 0.426)  0.785
H (-2.339, -6.180, 1.038)  0.402
H (5.340, 4.828, 4.156)  0.318
H (0.113, -0.547, -2.056)  -0.159
H (-6.708, 1.762, 3.227)  0.318
H (-3.616, -5.270, 0.205)  0.313
H (4.906, -5.393, -6.792)  0.305
H (-1.254, 2.950, 1.137)  0.029
H (-7.615, 1.110, 0.955)  0.315
H (4.016, 3.846, 0.107)  0.313
H (6.561, 3.680, 3.282)  0.212
H (-2.260, 4.709, 5.335)  0.311
H (3.510, -8.103, -7.248)  0.328
H (5.000, -0.181, -0.560)  0.327
H (4.299, -7.135, -8.492)  0.335
H (-1.928, -1.872, -3.923)  0.395
H (3.876, 0.738, 2.830)  -0.345
H (-5.931, 0.185, 3.345)  0.357
H (-5.017, 4.652, -5.479)  0.371
H (2.643, -1.680, 0.034)  0.207
H (-4.562, -6.522, 2.192)  0.328
H (-1.735, -2.238, -2.213)  0.287
H (2.388, 0.597, -1.009)  0.270
H (3.627, -0.988, 1.510)  -0.162
H (4.652, 1.590, -1.123)  0.374
H (7.446, 4.235, -0.015)  0.303
H (-0.643, 5.591, 2.865)  0.281
H (-0.795, 3.931, 4.740)  0.308
H (-2.503, -4.422, 1.270)  0.282
H (-2.277, -0.617, -2.716)  0.313
H (5.839, 3.234, 5.037)  0.324
H (-8.111, -0.066, 2.190)  0.456
H (1.676, -1.499, 2.709)  0.404
H (-5.531, 2.964, -5.723)  0.307
H (-6.800, 4.921, -3.708)  0.291
H (-7.482, 4.477, -5.271)  0.324
H (-6.779, -0.433, 1.066)  0.174
H (-3.395, -5.708, 3.232)  0.325
H (4.069, -6.312, -5.547)  0.314
H (7.601, 0.731, 0.529)  0.540
H (7.692, -2.841, 2.516)  0.240
H (0.498, 0.371, 3.270)  0.334
H (-1.547, 1.179, -0.101)  0.201
H (3.144, -5.627, -6.899)  0.339
H (-4.803, 3.443, -4.196)  0.267
H (0.531, -1.530, 1.216)  0.199
H (3.711, 2.480, 4.327)  0.294
H (-0.021, -0.212, -3.781)  0.377
H (8.810, -1.178, 2.394)  0.238
H (2.585, 1.605, 0.654)  -0.123
H (-2.166, 4.671, 2.810)  -0.318
H (0.387, 3.137, 0.918)  0.250
H (-2.138, 6.343, 3.405)  0.385
H (5.703, -1.611, 1.250)  0.191

Cartesian forces (eV/Å) of the 6 atoms listed first:
1.126 -0.715 0.715
0.778 -0.273 -0.934
1.870 -1.903 0.871
-0.475 1.134 1.094
-0.661 0.898 0.543
-1.658 -0.520 -0.481